No. 1
The following is a DFT calculation (the ωB97M-V functional and the def2-TZVPD basis) of C32H54BN2OP2PtS as an isolated structure at a distorted geometry.

Results
* net charge: +3
* highest occupied orbital energy (spin up / spin down): -15.927 / -15.928 eV

Last column: Löwdin charge in e.
Element x y z (Å)
Pt  0.35  0.03  -0.06  0.93
C  -2.43  1.91  1.14  -0.08
C  -1.31  2.45  2.03  -0.67
C  -1.50  3.96  2.23  -0.06
C  -1.32  1.76  3.39  -0.07
P  0.29  2.12  1.12  1.05
C  0.36  3.45  -0.17  -0.20
N  0.96  2.82  -1.33  0.05
B  1.06  1.35  -1.41  -0.61
N  1.78  1.11  -2.66  0.06
C  2.15  -0.25  -3.01  -0.19
P  1.23  -1.31  -1.79  1.02
C  -0.23  -1.99  -2.74  -0.68
C  -1.23  -2.61  -1.75  -0.10
C  0.23  -3.04  -3.76  -0.06
C  -0.91  -0.82  -3.46  -0.08
C  2.51  -2.52  -1.19  -0.68
C  3.45  -1.73  -0.28  -0.08
C  3.31  -3.12  -2.36  -0.06
C  1.85  -3.64  -0.40  -0.07
C  2.07  2.26  -3.24  -0.05
C  2.76  2.55  -4.43  0.06
C  2.91  3.86  -4.75  0.07
C  2.38  4.94  -3.92  0.06
C  1.71  4.70  -2.76  0.06
C  1.54  3.36  -2.39  -0.05
C  1.85  2.30  2.11  -0.68
C  2.02  1.06  3.00  -0.07
C  1.84  3.57  2.97  -0.06
C  3.03  2.36  1.13  -0.08
H  -3.39  2.21  1.58  0.11
H  -2.41  0.82  1.08  0.06
H  -2.41  2.33  0.13  0.08
H  -2.41  4.10  2.82  0.11
H  -1.65  4.51  1.30  0.08
H  -0.69  4.42  2.79  0.07
H  -2.32  1.87  3.81  0.11
H  -0.63  2.22  4.09  0.08
H  -1.10  0.69  3.31  0.05
H  0.95  4.30  0.18  0.12
H  -0.65  3.80  -0.40  0.11
H  3.23  -0.39  -2.90  0.11
H  1.87  -0.51  -4.03  0.12
H  -0.78  -3.40  -1.15  0.06
H  -2.04  -3.04  -2.33  0.11
H  -1.66  -1.85  -1.10  0.06
H  0.58  -3.95  -3.28  0.08
H  1.00  -2.67  -4.43  0.09
H  -0.63  -3.31  -4.38  0.11
H  -1.23  -0.04  -2.76  0.07
H  -1.79  -1.20  -3.96  0.11
H  -0.28  -0.37  -4.23  0.08
H  3.93  -0.88  -0.78  0.08
H  4.25  -2.39  0.05  0.11
H  2.94  -1.36  0.61  0.06
H  3.84  -2.37  -2.95  0.08
H  2.69  -3.72  -3.02  0.07
H  4.07  -3.78  -1.93  0.11
H  1.26  -3.26  0.44  0.04
H  2.64  -4.27  0.02  0.11
H  1.21  -4.27  -1.02  0.08
H  3.16  1.76  -5.06  0.15
H  3.43  4.13  -5.66  0.15
H  2.54  5.95  -4.25  0.15
H  1.32  5.51  -2.16  0.14
H  1.22  0.97  3.74  0.08
H  2.96  1.15  3.54  0.11
H  2.05  0.14  2.41  0.06
H  1.09  3.54  3.75  0.08
H  1.69  4.48  2.37  0.09
H  2.81  3.66  3.45  0.11
H  3.10  1.46  0.51  0.06
H  3.95  2.42  1.72  0.11
H  3.01  3.25  0.49  0.08
C  -6.98  -3.04  2.13  -0.02
C  -5.49  -2.87  2.04  -0.23
C  -4.84  -1.88  2.79  0.00
C  -3.48  -1.72  2.73  -0.06
C  -2.74  -2.55  1.89  -0.42
C  -3.36  -3.53  1.12  -0.07
C  -4.73  -3.68  1.21  -0.01
S  -1.00  -2.45  1.77  0.99
C  -0.49  -2.66  3.46  -0.19
O  -0.66  -0.94  1.52  -0.73
H  -7.40  -2.50  2.97  0.09
H  -7.24  -4.10  2.23  0.10
H  -7.45  -2.68  1.21  0.10
H  -5.43  -1.25  3.45  0.13
H  -2.99  -0.95  3.32  0.11
H  -2.78  -4.17  0.47  0.11
H  -5.22  -4.45  0.63  0.13
H  -1.00  -1.93  4.09  0.07
H  0.59  -2.55  3.51  0.07
H  -0.77  -3.67  3.76  0.09


No. 2
The following is a DFT calculation (the ωB97M-V functional and the def2-TZVPD basis) of one molecule with the formula C4H11NOS at a distorted geometry.

Results
* SMILES string: N[C@@H](CO)CCS
* energy above the lowest of the compared OMol25 structures with the same formula, charge and spin: 1.2050 eV
* highest occupied orbital energy: -9.195 eV

Last column: natural (NBO) charge in e.
Element x y z (Å)
N  1.65  -1.15  -0.28  -0.86
C  0.62  -0.19  0.13  -0.10
C  1.24  1.22  -0.16  -0.05
O  2.52  1.31  0.40  -0.73
C  -0.72  -0.31  -0.53  -0.43
C  -2.00  -0.50  0.33  -0.52
S  -2.47  0.81  1.46  -0.03
H  1.46  -1.66  -1.15  0.36
H  1.67  -1.91  0.39  0.36
H  0.62  -0.19  1.23  0.20
H  0.59  2.01  0.20  0.18
H  1.33  1.29  -1.26  0.14
H  2.87  0.42  0.29  0.48
H  -0.89  0.55  -1.19  0.21
H  -0.77  -1.18  -1.20  0.21
H  -1.73  -1.28  1.05  0.21
H  -2.81  -0.83  -0.31  0.22
H  -3.18  1.59  0.61  0.12


No. 3
The following is a DFT calculation (the ωB97M-V functional and the def2-TZVPD basis) of C32H25N8O5S2Ti as an isolated structure.

Results
* energy above the lowest of the compared OMol25 structures with the same formula, charge and spin: 1.1283 eV
* net charge: -1
* highest occupied orbital energy: -3.778 eV

Last column: Löwdin charge in e.
Element x y z (Å)
Ti  -0.53  -0.94  0.36  0.87
O  6.20  -0.49  -3.78  0.09
C  4.86  -0.69  -3.92  -0.49
O  4.43  -0.91  -5.02  0.09
C  4.04  -0.62  -2.70  -0.17
C  2.65  -0.50  -2.84  -0.02
C  1.84  -0.46  -1.74  -0.06
C  2.34  -0.55  -0.42  -0.29
C  3.75  -0.68  -0.29  -0.01
C  4.56  -0.71  -1.40  -0.04
N  1.47  -0.53  0.61  -0.10
C  1.85  -0.69  1.95  -0.12
C  0.88  -0.89  2.86  -0.29
C  1.10  -1.03  4.29  -0.05
C  0.07  -1.12  5.14  -0.11
C  -1.29  -1.07  4.64  -0.11
C  -1.47  -0.98  3.30  -0.21
N  -0.46  -0.94  2.39  -0.07
H  6.39  -0.20  -2.88  0.08
H  2.24  -0.44  -3.84  0.12
H  0.76  -0.35  -1.88  0.07
H  4.20  -0.77  0.69  0.09
H  5.62  -0.85  -1.24  0.11
H  2.89  -0.68  2.24  0.10
H  2.13  -1.04  4.64  0.11
H  0.25  -1.21  6.20  0.09
H  -2.14  -1.08  5.30  0.08
H  -2.48  -0.92  2.90  0.08
O  1.50  8.88  -2.65  -0.48
S  1.05  7.58  -2.20  0.78
O  1.80  7.03  -1.09  -0.48
O  -0.66  8.32  -1.16  -0.17
C  -1.08  7.63  -0.19  -0.54
N  -1.68  8.26  0.86  0.13
C  -2.11  7.51  1.85  -0.17
C  -1.99  6.13  1.89  -0.04
C  -1.40  5.56  0.77  -0.26
N  -0.98  6.27  -0.26  0.17
C  -1.19  4.09  0.65  -0.12
C  -2.01  3.17  1.28  0.00
C  -1.76  1.82  1.12  -0.13
N  -0.74  1.35  0.39  -0.05
C  0.06  2.24  -0.20  -0.09
C  -0.13  3.60  -0.11  0.04
H  -2.57  8.04  2.68  0.10
H  -2.30  5.55  2.75  0.09
H  -2.86  3.49  1.88  0.11
H  -2.40  1.08  1.58  0.10
H  0.89  1.84  -0.76  0.10
H  0.53  4.31  -0.60  0.12
S  -2.25  -0.54  -1.73  0.73
C  -2.80  -1.88  -0.89  -0.83
N  -3.28  -2.99  -1.52  0.11
C  -3.68  -4.09  -0.86  -0.04
C  -3.64  -4.10  0.50  -0.02
C  -3.11  -2.96  1.13  -0.08
N  -2.72  -1.90  0.47  0.00
H  -3.23  -2.98  -2.53  0.15
H  -4.00  -4.92  -1.47  0.14
H  -3.94  -4.97  1.06  0.11
H  -2.95  -2.94  2.20  0.12
N  -0.23  -2.54  -0.22  -0.09
C  -0.07  -3.67  -0.95  -0.37
C  -0.07  -3.64  -2.36  -0.05
C  -0.05  -4.81  -3.10  -0.10
C  -0.03  -6.05  -2.47  -0.12
C  0.00  -6.10  -1.08  -0.11
C  -0.01  -4.93  -0.33  -0.05
H  -0.07  -2.67  -2.85  0.09
H  -0.04  -4.75  -4.18  0.10
H  -0.01  -6.96  -3.05  0.09
H  0.04  -7.06  -0.58  0.09
H  0.02  -4.97  0.75  0.11


No. 4
The following is a DFT calculation (the ωB97M-V functional and the def2-TZVPD basis) of an isolated ion of composition C5H12NO and charge -1 at a distorted geometry.

Results
* SMILES string: CC[C@H](C)NC[O-]
* energy above the lowest of the compared OMol25 structures with the same formula, charge and spin: 1.7673 eV
* net charge: -1
* highest occupied orbital energy: -2.518 eV

Last column: natural (NBO) charge in e.
Element x y z (Å)
C  -1.72  0.41  1.88  -0.61
C  -0.91  -0.14  0.67  -0.48
C  -0.03  0.79  -0.18  -0.01
C  -1.02  1.59  -1.18  -0.62
N  0.90  0.07  -1.02  -0.73
C  1.94  -0.90  -0.32  0.13
O  1.25  -2.01  0.01  -0.97
H  -1.05  0.68  2.79  0.18
H  -2.33  -0.35  2.41  0.20
H  -2.29  1.32  1.64  0.19
H  -1.63  -0.48  -0.04  0.18
H  -0.31  -1.03  0.92  0.29
H  0.32  1.72  0.51  0.17
H  -1.38  0.97  -2.00  0.19
H  -1.94  2.03  -0.68  0.18
H  -0.71  2.51  -1.84  0.19
H  0.41  -0.65  -1.62  0.35
H  2.78  -1.28  -0.97  0.12
H  2.28  -0.29  0.65  0.06


No. 5
The following is a DFT calculation (the ωB97M-V functional and the def2-TZVPD basis) of C3H4O2Y as an isolated structure at a distorted geometry.

Results
* energy above the lowest of the compared OMol25 structures with the same formula, charge and spin: 1.1600 eV
* net charge: +1
* highest occupied orbital energy: -13.188 eV

Last column: natural (NBO) charge in e.
Element x y z (Å)
C  -0.15  1.24  -1.32  -0.98
C  0.21  0.52  -2.41  -0.31
O  1.10  -0.67  1.59  -0.82
C  0.71  -1.14  2.68  0.48
O  -0.72  -1.12  2.59  -0.94
H  0.33  2.23  -1.29  0.22
H  0.63  0.96  -3.32  0.22
H  -1.15  -1.65  3.27  0.55
Y  -0.79  0.18  0.70  2.42
H  -0.17  -0.54  -2.48  0.17